Below is a structure of composition C26H33Cl2N3Si2Tc at a distorted geometry, with properties calculated with wB97M-V/def2-TZVPD.

```
67
Properties=species:S:1:pos:R:3:forces:R:3:nbo_charge:R:1
Tc 0.642600 -0.155100 -0.127200 -2.02 -0.88 1.21 0.6961
C 0.912900 -3.248500 2.914100 0.04 0.18 0.06 -0.1704
C 0.361600 -2.881700 1.561200 -0.18 -0.55 0.20 -0.0897
N 0.259400 -1.448900 1.380200 -0.21 0.42 -0.37 -0.3979
C -0.291100 -0.805200 2.439500 0.03 0.21 -0.34 0.1353
C -0.208700 -1.307300 3.755700 -0.48 0.44 0.85 -0.0766
C 0.585100 -2.496100 3.965000 0.22 -0.47 -0.31 -0.1901
C -0.790200 -0.591700 4.799000 0.63 -1.13 -0.69 -0.1682
C -1.402600 0.621300 4.548300 -0.34 0.79 -0.91 -0.1278
C -1.420300 1.167800 3.268400 -0.28 0.27 0.85 -0.2736
C -0.880400 0.472000 2.188100 0.46 -0.11 -0.55 0.2229
N -0.748300 0.862600 0.871100 0.51 -1.14 0.62 -0.4299
C -1.028000 2.121000 0.402900 -0.72 1.55 -0.72 0.0972
C -2.030700 2.990100 0.821600 0.45 -0.74 -0.08 -0.1879
C -2.110500 4.293200 0.323000 0.18 0.46 -0.34 -0.1753
C -1.238800 4.748400 -0.634000 -0.24 -0.18 0.21 -0.1653
C -0.289100 3.862700 -1.186300 0.05 -0.35 0.09 -0.1031
C 0.564300 4.219100 -2.248900 0.09 -0.33 0.09 -0.0574
C 1.402700 3.269200 -2.778400 -0.08 0.26 0.02 -0.2671
C 1.443000 1.995700 -2.209600 0.09 0.16 -0.09 0.0892
N 0.694700 1.635400 -1.178400 0.46 0.30 -0.82 -0.4832
C -0.190700 2.541200 -0.679900 -0.55 0.70 0.53 0.2319
H 1.490900 -4.154500 2.982400 0.12 -0.13 0.16 0.2357
H 0.991200 -3.286800 0.765000 0.17 0.03 0.02 0.1941
H 0.906900 -2.716800 4.968100 0.06 -0.19 0.16 0.2419
H -0.745500 -0.997400 5.797100 0.06 0.03 0.16 0.2404
H -1.862800 1.165600 5.357800 0.01 0.12 0.06 0.2415
H -1.844800 2.147400 3.145200 -0.02 0.06 -0.01 0.2348
H -2.784200 2.657400 1.516300 0.01 -0.03 0.08 0.2355
H -2.874600 4.949000 0.714900 -0.04 0.03 -0.03 0.2456
H -1.288300 5.761600 -1.004400 -0.04 0.06 -0.01 0.2412
H 0.546000 5.232000 -2.622100 -0.03 0.06 -0.15 0.2453
H 2.039500 3.494000 -3.618200 0.11 0.02 -0.06 0.2515
H 2.123600 1.259200 -2.609000 0.02 -0.15 0.02 0.2154
Cl 2.445300 0.902700 1.423200 -0.06 0.30 0.35 0.1631
C 3.697200 0.236800 0.369600 0.58 0.14 0.23 -0.3827
Cl 2.876800 -0.819500 -0.789400 0.91 -0.57 -0.88 0.1584
H 4.402800 -0.351400 0.955900 -0.14 0.08 -0.08 0.2669
H 4.191900 1.047000 -0.165300 -0.13 -0.14 0.04 0.2600
C -1.882200 -1.951600 -4.321500 0.34 0.59 0.26 -1.1239
Si -0.774800 -0.646000 -3.488100 0.17 -0.37 0.44 1.6524
C 0.956900 -0.690900 -4.303300 -0.68 0.14 0.17 -1.1247
C -1.636400 1.047100 -3.423700 0.28 -0.62 -0.04 -1.1085
C -0.557700 -1.311800 -1.622400 0.78 -0.66 -0.13 -1.5129
Si -0.055100 -3.089100 -1.819500 -0.14 0.15 -0.22 2.0365
C -1.201200 -4.588700 -1.970200 0.06 0.83 0.16 -1.2270
C 1.739000 -3.660100 -2.099200 -0.76 0.20 0.07 -1.2394
C -1.055100 -3.494100 1.448700 0.31 0.14 -0.04 -0.6005
H -2.322800 -1.555500 -5.230200 -0.05 0.09 -0.25 0.2713
H -2.704000 -2.264200 -3.685500 -0.19 0.02 0.19 0.2440
H -1.330700 -2.842300 -4.607000 0.22 -0.23 -0.08 0.2346
H 1.233600 0.268800 -4.726300 0.05 0.22 -0.06 0.2539
H 0.960400 -1.396500 -5.129200 -0.03 -0.16 -0.13 0.2611
H 1.743500 -0.991000 -3.615300 0.08 0.02 0.15 0.2176
H -1.118800 1.788000 -4.022000 0.21 0.14 -0.15 0.2527
H -1.721800 1.429900 -2.413100 -0.01 0.00 0.19 0.2352
H -2.641300 0.968800 -3.823900 -0.21 -0.11 -0.09 0.2650
H -1.591000 -1.282900 -1.256200 -0.07 -0.28 0.03 0.2755
H -1.051100 -5.087200 -2.927700 0.23 0.06 -0.15 0.2865
H -2.256200 -4.333000 -1.904300 -0.04 0.14 0.06 0.2710
H -0.991600 -5.329300 -1.199200 0.19 0.00 0.13 0.2828
H 2.211900 -3.132300 -2.924000 -0.01 0.20 -0.12 0.2782
H 1.769100 -4.722900 -2.343700 -0.19 0.01 0.05 0.2807
H 2.366900 -3.512500 -1.223800 0.01 0.06 0.16 0.2684
H -1.669600 -3.115300 2.261800 -0.07 0.01 0.01 0.2378
H -1.519400 -3.211700 0.507300 -0.19 -0.02 -0.13 0.1982
H -1.006400 -4.574900 1.533000 -0.01 -0.15 -0.04 0.2359
```
Positions in Å, forces in eV/Å.

Results
**⟨S²⟩**: 1.1468
**Strongest force on any atom**: 2.51 eV/A
**Total charge**: +2
**2S+1**: 2
**Highest occupied orbital energy (spin up / spin down)**: -13.03 / -13.15 eV
**E_tot**: -2754.46666 Ha

Below is the molecule C2H3OP at a distorted geometry, with properties calculated with wB97M-V/def2-TZVPD.

```
7
Properties=species:S:1:pos:R:3:forces:R:3:nbo_charge:R:1
C -0.346706 -0.690416 -0.694284 0.64 0.82 -0.58 0.7956
C -0.064301 -0.393652 0.639564 1.64 0.41 -2.02 -0.7804
O -0.623899 -0.855742 -1.800834 0.05 -0.28 1.26 -0.3721
P 1.148345 1.156511 0.077736 0.30 -1.01 -0.09 -0.1661
H -0.801644 -0.047671 1.230632 -3.15 1.16 1.40 0.2695
H 0.444708 -1.093432 1.259513 0.99 -0.72 -0.31 0.2974
H 0.243497 1.924401 -0.712327 -0.47 -0.39 0.33 -0.0438
```
Positions in Å, forces in eV/Å.

Results
**Strongest force on any atom**: 3.64 eV/A
**2S+1**: 1
**Highest occupied orbital energy**: -7.13 eV
**E_tot**: -494.47909 Ha

Below is the ion C3H7N2O with charge +1 at a distorted geometry, with properties calculated with wB97M-V/def2-TZVPD.

```
13
Properties=species:S:1:pos:R:3:forces:R:3:nbo_charge:R:1
C -1.646811 -0.415121 -0.101168 1.23 1.62 2.03 0.2153
C 0.389617 0.971133 -0.308765 1.87 -1.24 0.92 -0.3651
C 1.262992 -0.100334 0.324732 -4.71 1.38 2.69 0.1208
N -0.946758 -1.477167 -0.059362 -0.18 -0.48 -0.67 -0.3976
N -0.980118 0.855535 0.090579 -0.01 -1.18 -2.45 -0.2119
O 2.355980 -0.458751 -0.186167 4.04 -1.07 -2.36 -0.6311
H -2.684850 -0.406027 0.078642 -1.38 0.42 -0.31 0.2152
H 0.793106 1.919787 -0.084142 -0.15 1.79 1.06 0.2446
H 0.592055 1.053021 -1.366827 -0.65 -0.80 -1.17 0.2926
H 0.943767 -0.359451 1.331522 0.46 -0.11 -0.07 0.1593
H -1.538023 -2.322708 -0.121686 0.19 0.39 -0.07 0.3894
H -1.455918 1.773987 0.046343 -0.41 -0.94 0.40 0.4462
H 2.914961 -1.033902 0.356299 -0.30 0.21 -0.01 0.5223
```
Positions in Å, forces in eV/Å.

Results
**⟨S²⟩**: 2.0346
**Strongest force on any atom**: 5.60 eV/A
**Total charge**: +1
**2S+1**: 3
**Highest occupied orbital energy (spin up / spin down)**: -10.55 / -16.02 eV
**E_tot**: -302.82193 Ha

Below is a cluster of 2 separate species, C19H18NO in total at a distorted geometry, with properties calculated with wB97M-V/def2-TZVPD.

```
39
Properties=species:S:1:pos:R:3:forces:R:3:nbo_charge:R:1
C -1.885272 -1.563042 -2.232307 -0.79 0.25 0.26 -0.4943
C -3.338724 -1.045720 -1.929752 0.92 -0.14 -0.13 -0.4760
C -3.155831 0.440175 -1.773142 1.28 -0.55 -0.30 0.0824
C -1.824326 0.800558 -1.893373 -1.10 0.22 -0.03 -0.3104
C -1.019148 -0.343314 -2.106013 0.21 -0.56 0.12 0.3073
C 0.409672 -0.374353 -2.113972 0.45 0.04 0.01 -0.1003
C 1.167822 0.831692 -2.168891 0.03 -0.34 0.15 -0.1086
C 2.554568 0.787877 -2.060645 -0.12 0.01 -0.07 -0.2207
C 3.218411 -0.440316 -1.892242 -0.53 0.04 -0.04 -0.0933
C 2.483779 -1.637584 -1.857431 -0.16 -0.03 -0.08 -0.2238
C 1.101063 -1.615800 -1.987127 -0.12 0.34 -0.02 -0.1130
H -1.587381 -2.362343 -1.536772 -0.03 0.32 -0.20 0.2667
H -1.827217 -1.990415 -3.248323 0.13 0.23 0.29 0.2764
H -4.026745 -1.321710 -2.742667 0.00 0.27 0.33 0.2661
H -3.709055 -1.509429 -1.000253 -0.08 0.28 -0.27 0.2658
H -3.978251 1.120437 -1.570798 0.16 -0.04 -0.04 0.2438
H -1.425192 1.812402 -1.814310 -0.29 -0.35 0.08 0.2518
H 0.647521 1.786187 -2.307994 0.37 -0.40 0.10 0.2229
H 3.126666 1.717002 -2.109837 -0.18 -0.35 0.03 0.2438
H 4.306727 -0.467422 -1.793308 -0.40 0.04 -0.03 0.2419
H 2.989019 -2.598032 -1.735683 -0.10 0.38 -0.04 0.2413
H 0.523609 -2.547319 -1.965820 0.39 0.40 0.04 0.2237
O 0.644379 3.926638 2.809289 -0.42 0.11 -0.33 -0.6596
C 0.631484 2.562156 2.796488 -0.59 -0.93 -0.41 0.3011
C -0.369193 1.832857 2.110833 0.87 0.83 0.55 -0.2978
C -0.314239 0.444106 2.150791 0.74 -1.01 0.36 -0.0913
C 0.737270 -0.220347 2.862831 -0.76 0.41 -0.45 0.1716
N 0.527928 -1.588053 2.723898 -0.08 -0.29 -0.14 -0.5450
C -0.603228 -1.812040 1.950974 0.09 1.14 0.06 -0.0246
C -1.136022 -0.588157 1.585443 0.28 -0.47 0.09 -0.3370
C 1.720127 0.504954 3.539493 -0.03 0.29 -0.07 -0.2286
C 1.667083 1.900289 3.503867 -0.41 -0.37 -0.30 -0.2630
H -0.118291 4.249785 2.295229 0.49 -0.12 0.38 0.4783
H -1.177588 2.328694 1.566119 0.26 0.03 0.22 0.2002
H 1.116278 -2.311322 3.131599 -0.41 0.42 -0.24 0.4211
H -0.977330 -2.803212 1.718391 0.26 0.15 0.21 0.2181
H -2.023692 -0.396300 0.998971 -0.02 -0.26 0.08 0.2029
H 2.509014 -0.013910 4.080470 -0.10 0.20 -0.05 0.2225
H 2.414316 2.504322 4.015957 -0.20 -0.16 -0.12 0.2373
```
Positions in Å, forces in eV/Å.

Results
**Strongest force on any atom**: 1.43 eV/A
**Total charge**: +1
**2S+1**: 1
**Highest occupied orbital energy**: -10.19 eV
**E_tot**: -864.54362 Ha

Q: Look up the strongest force on any atom of the second one.
A: 3.64 eV/A